(1)
Density functional theory data (the ωB97M-V functional and the def2-TZVPD basis) for a cluster of 11 separate species, C30H30F10O34P in total.

CARTESIAN COORDINATES (ANGSTROEM)
P1 -1.987 -9.284 -15.594
O1 -2.429 -8.707 -16.960
O2 -0.448 -9.147 -15.469
O3 -2.366 -10.786 -15.608
O4 -2.646 -8.625 -14.329
C1 -3.591 -7.450 -11.585
C2 -4.551 -6.774 -12.517
O5 -4.224 -5.412 -12.419
C3 -3.639 -5.251 -11.219
O6 -3.305 -4.166 -10.767
O7 -3.324 -6.388 -10.651
F1 -5.795 -6.925 -12.089
H1 -2.660 -7.685 -12.100
H2 -3.997 -8.352 -11.125
H3 -4.451 -7.207 -13.512
C4 -3.307 -11.619 -18.245
C5 -2.081 -11.407 -19.119
O8 -2.642 -10.994 -20.376
C6 -3.979 -11.292 -20.378
O9 -4.688 -11.426 -21.363
O10 -4.332 -11.816 -19.227
F2 -1.503 -12.597 -19.226
H4 -3.525 -10.680 -17.737
H5 -3.379 -12.361 -17.450
H6 -1.405 -10.690 -18.653
C7 -1.989 -5.867 -14.605
C8 -2.834 -5.684 -15.863
O11 -2.041 -4.678 -16.444
C9 -1.404 -3.953 -15.495
O12 -0.770 -2.903 -15.652
O13 -1.621 -4.551 -14.283
F3 -4.070 -5.199 -15.742
H7 -1.102 -6.500 -14.594
H8 -2.591 -6.274 -13.792
H9 -2.888 -6.570 -16.494
C10 1.619 -11.103 -15.858
C11 0.701 -11.834 -16.809
O14 0.781 -13.129 -16.286
C12 1.837 -13.240 -15.428
O15 2.095 -14.248 -14.833
O16 2.429 -12.117 -15.288
F4 1.015 -11.734 -18.045
H10 1.102 -10.654 -15.010
H11 2.209 -10.414 -16.462
H12 -0.234 -11.310 -16.611
C13 -1.903 -10.938 -12.360
C14 -0.681 -11.435 -13.033
O17 -0.662 -12.735 -12.568
C15 -1.374 -12.831 -11.353
O18 -1.526 -13.866 -10.692
O19 -1.951 -11.661 -11.197
F5 0.306 -10.734 -12.468
H13 -2.766 -11.140 -12.994
H14 -1.774 -9.858 -12.284
H15 -0.731 -11.263 -14.108
C16 -2.137 -14.292 -15.916
C17 -1.251 -15.314 -15.207
O20 -1.949 -16.527 -15.244
C18 -3.287 -16.217 -15.484
O21 -4.189 -17.004 -15.707
O22 -3.388 -14.864 -15.564
F6 -1.191 -15.035 -13.894
H16 -1.864 -14.315 -16.971
H17 -2.079 -13.317 -15.433
H18 -0.230 -15.323 -15.588
C19 -0.254 -6.725 -17.427
C20 0.501 -7.806 -18.084
O23 1.865 -7.440 -17.929
C21 1.963 -6.187 -17.637
O24 3.005 -5.570 -17.449
O25 0.746 -5.688 -17.426
F7 0.227 -7.852 -19.393
H19 -0.361 -6.878 -16.353
H20 -1.142 -6.504 -18.019
H21 0.166 -8.773 -17.708
C22 1.509 -7.340 -13.945
C23 0.465 -7.673 -12.868
O26 0.108 -6.375 -12.570
C24 1.086 -5.486 -12.847
O27 1.104 -4.285 -12.518
O28 2.085 -6.111 -13.548
F8 1.221 -8.251 -11.905
H22 1.105 -7.355 -14.958
H23 2.138 -8.218 -14.094
H24 -0.345 -8.279 -13.274
C25 -5.341 -7.867 -17.618
C26 -5.715 -9.186 -16.962
O29 -6.486 -9.952 -17.888
C27 -6.896 -9.099 -18.847
O30 -7.732 -9.349 -19.692
O31 -6.394 -7.857 -18.637
F9 -6.581 -9.011 -15.929
H25 -4.352 -7.814 -18.072
H26 -5.282 -7.001 -16.958
H27 -4.871 -9.696 -16.498
C28 -5.582 -10.656 -13.271
C29 -5.184 -11.844 -14.236
O32 -6.497 -12.264 -14.534
C30 -7.350 -12.056 -13.507
O33 -8.366 -12.694 -13.303
O34 -6.842 -11.137 -12.744
F10 -4.482 -12.782 -13.565
H28 -5.906 -9.788 -13.846
H29 -4.877 -10.243 -12.549
H30 -4.663 -11.454 -15.110

The LUMO energy is 5.708 eV. The calculation puts the total energy at -5059.6940 hartree. Its HOMO-LUMO gap is 7.1 eV. As for the spin multiplicity: 1. As for the total charge: -3. For the relative energy (zero: lowest compared OMol25 entry of this formula, charge and spin), the calculation gives 4.054 eV. The value obtained for the HOMO energy is -1.369 eV.

Here are the Mulliken charges for atoms 1 to 8, given in e:
1 P -0.226
2 O -0.973
3 O -0.564
4 O -0.313
5 O 0.105
6 C 0.955
7 C 0.697
8 O -0.364


(2)
Density functional theory data (the ωB97M-V functional and the def2-TZVPD basis) for a structure of composition C30H30F16N3ORhSSbSe.

CARTESIAN COORDINATES (ANGSTROEM)
Rh1 0.174 0.370 -0.122
C1 -2.376 0.216 1.817
N1 -1.182 1.042 1.625
C2 -0.324 1.027 2.840
C3 0.838 0.095 2.554
N2 1.478 0.469 1.293
C4 2.733 1.051 1.281
C5 3.688 0.687 0.325
F1 3.420 -0.286 -0.532
C6 4.943 1.266 0.274
F2 5.813 0.878 -0.654
C7 5.310 2.221 1.203
F3 6.516 2.780 1.158
C8 4.407 2.582 2.188
F4 4.735 3.509 3.089
C9 3.154 2.005 2.218
F5 2.303 2.445 3.164
C10 -1.524 2.413 1.219
C11 -0.266 3.050 0.664
N3 0.234 2.259 -0.457
C12 0.517 2.991 -1.615
C13 -0.418 3.887 -2.142
F6 -1.638 3.973 -1.596
C14 -0.182 4.612 -3.291
F7 -1.122 5.417 -3.777
C15 1.020 4.459 -3.963
F8 1.254 5.140 -5.075
C16 1.978 3.602 -3.453
F9 3.152 3.489 -4.061
C17 1.735 2.899 -2.286
F10 2.733 2.204 -1.769
H1 -2.974 0.603 2.649
H2 -2.966 0.211 0.904
H3 -2.075 -0.808 2.037
H4 0.055 2.028 3.022
H5 -0.902 0.726 3.716
H6 1.574 0.068 3.357
H7 0.462 -0.923 2.444
H8 -2.283 2.358 0.438
H9 -1.925 2.991 2.059
H10 -0.418 4.091 0.390
H11 0.514 3.041 1.435
F11 0.443 -1.874 0.498
Sb1 1.266 -3.655 0.536
F12 2.132 -3.057 2.104
F13 1.954 -5.392 0.673
F14 2.706 -3.044 -0.502
F15 0.305 -4.066 -1.049
F16 -0.260 -4.140 1.555
C18 -2.493 -1.815 -7.247
C19 -1.650 -1.446 -6.058
C20 -1.941 -0.341 -5.278
C21 -1.159 0.030 -4.181
C22 -1.509 1.298 -3.465
C23 -0.054 -0.746 -3.837
Se1 1.151 -0.594 -2.312
C24 0.276 -1.870 -4.631
C25 1.449 -2.758 -4.320
C26 -0.524 -2.189 -5.719
H12 -3.364 -1.165 -7.330
H13 -2.844 -2.846 -7.179
H14 -1.922 -1.729 -8.174
H15 -2.797 0.276 -5.532
H16 -2.335 1.808 -3.961
H17 -0.642 1.955 -3.494
H18 -1.775 1.145 -2.419
H19 2.359 -2.188 -4.132
H20 1.641 -3.433 -5.153
H21 1.260 -3.354 -3.423
H22 -0.256 -3.055 -6.315
O1 -1.634 -0.608 -0.855
S1 -1.867 -1.935 -1.598
C27 -2.487 -3.076 -0.331
C28 -4.006 -2.979 -0.311
C29 -4.424 -2.791 -1.767
C30 -3.523 -1.691 -2.316
H23 -1.980 -2.822 0.598
H24 -2.134 -4.062 -0.633
H25 -4.330 -2.122 0.285
H26 -4.441 -3.874 0.133
H27 -5.472 -2.510 -1.870
H28 -4.274 -3.720 -2.322
H29 -3.829 -0.706 -1.959
H30 -3.427 -1.664 -3.399

The expectation value of S² is 0.782. The LUMO energy (spin up / spin down) is -1.469 / -2.435 eV. The calculation puts the total energy at -6148.9712 hartree. Its HOMO-LUMO gap (spin up / spin down) is 6.3 / 5.3 eV. As for the spin multiplicity: 2. For the relative energy (zero: lowest compared OMol25 entry of this formula, charge and spin), the calculation gives 0.309 eV. The value obtained for the HOMO energy (spin up / spin down) is -7.722 / -7.742 eV.

Here are the Mulliken charges for atoms 1 to 8, given in e:
1 Rh 0.225
2 C -1.417
3 N 1.170
4 C -1.134
5 C -0.608
6 N 1.356
7 C 0.034
8 C -0.333